# 1
Here is the molecule C2H2N6 at a distorted geometry from OMol25. Energies are from ωB97M-V/def2-TZVPD.

Each line ends with the natural charge from an NBO analysis.
Cartesian coordinates (Å):
N1 -0.56589 1.45084 -0.72451  -0.1367
N2 -1.92039 0.12511 0.63416  -0.5837
N3 0.66475 -1.19715 -0.61953  -0.1342
N4 0.61947 1.69843 -0.46919  0.0629
N5 1.40933 0.85438 0.36654  -0.2682
N6 -0.44975 -0.80986 -0.99861  -0.1012
C1 -1.04490 0.23486 -0.22047  0.4168
C2 1.33825 -0.43867 0.33784  0.1595
H1 -2.18877 -0.86762 0.90272  0.3709
H2 2.13789 -1.05030 0.79105  0.2138

As for the LUMO energy: -0.0502 Ha. The gap between HOMO and LUMO is 0.318 hartree. As for the spin multiplicity: 1. As for the SMILES: [H]/N=c1\nncnnn1.

# 2
Here is an isolated ion of composition C10H23N3O and charge +2 at a distorted geometry from OMol25. Energies are from ωB97M-V/def2-TZVPD.

Each line ends with the natural charge from an NBO analysis.
Cartesian coordinates (Å):
O1 1.02811 -2.45791 0.76989  -0.3460
N1 -2.38448 -0.35781 0.06085  -0.3214
N2 1.38803 -1.24539 0.96910  0.2847
N3 -0.29044 0.83279 0.12446  -0.5627
C1 1.83384 -0.45104 -0.04504  0.0209
C2 3.35852 -0.24682 0.19955  -0.5527
C3 1.61198 -0.97274 -1.48176  -0.6493
C4 1.16975 0.96152 0.23615  0.1752
C5 1.56174 1.90477 -0.88524  -0.6220
C6 1.55053 1.59002 1.50325  -0.6661
C7 -2.47096 -1.22735 -1.12690  -0.4167
C8 -0.94679 -0.27318 0.33783  0.3302
C9 -3.04873 0.90425 -0.18838  -0.4973
C10 -3.08046 -1.03353 1.24256  -0.3948
H1 2.62254 1.92369 1.34492  0.2507
H2 2.57286 2.09385 -1.02427  0.2497
H3 -2.08553 -0.91295 -2.06467  0.2558
H4 2.16816 -0.32380 -2.17640  0.2586
H5 3.83663 -1.08771 -0.28084  0.2550
H6 -3.43827 -0.37731 1.96845  0.2478
H7 -3.49138 -1.57420 -1.18770  0.2525
H8 1.89722 -2.05753 -1.55387  0.2614
H9 -2.50173 1.48226 -1.05726  0.2412
H10 -3.95789 -1.49623 0.89572  0.2440
H11 3.62999 0.65390 -0.34996  0.2509
H12 1.03851 2.84695 -0.80966  0.2475
H13 0.73406 -2.97918 1.56183  0.5441
H14 0.89289 2.41501 1.69850  0.2437
H15 -1.96029 -2.11142 -0.87078  0.2382
H16 -0.66130 1.74775 0.04191  0.4174
H17 -3.11256 1.47600 0.83825  0.2514
H18 -4.12092 0.97021 -0.59391  0.2978
H19 1.09166 1.40002 -1.82051  0.2235
H20 -2.37981 -1.84948 1.68814  0.2500
H21 3.58619 -0.18620 1.24587  0.2507
H22 1.76621 1.04549 2.48337  0.2668
H23 0.59208 -1.02673 -1.69346  0.2196

As for the LUMO energy (alpha / beta): -0.3437 / -0.3437 Ha. The gap between HOMO and LUMO (alpha / beta) is 0.289 / 0.289 hartree. As for the spin multiplicity: 1. The total charge is +2.

# 3
Here is the molecule CH2N2S2 at a distorted geometry from OMol25. Energies are from ωB97M-V/def2-TZVPD.

Each line ends with the natural charge from an NBO analysis.
Cartesian coordinates (Å):
S1 0.97031 0.95819 1.24828  0.0567
S2 -0.52258 -1.66110 1.22548  0.0771
N1 -0.17549 -0.41599 -0.86630  -0.1911
N2 -0.50030 0.80095 -1.73712  -0.3021
C1 -0.05066 -0.29205 0.43306  -0.1605
H1 -0.70656 0.47253 -2.74125  0.3412
H2 0.98527 0.13747 2.43785  0.1787

As for the LUMO energy (alpha / beta): -0.0943 / -0.0883 Ha. The gap between HOMO and LUMO (alpha / beta) is 0.244 / 0.251 hartree. As for the spin multiplicity: 1. As for the SMILES: [H]/N=N/C(=S)S.

# 4
Here is an isolated ion of composition C4H9N4O3 and charge +1 at a distorted geometry from OMol25. Energies are from ωB97M-V/def2-TZVPD.

Each line ends with the natural charge from an NBO analysis.
Cartesian coordinates (Å):
O1 -2.40513 1.54772 -0.25877  -0.5385
O2 -1.81887 -0.99949 -1.71405  -0.7050
O3 1.04372 -2.68648 0.42790  -0.6356
N1 2.40784 -0.11772 0.31264  -0.8279
N2 -1.41339 0.58693 -0.01360  -0.1236
N3 0.33018 2.20022 0.26300  -0.7435
N4 -0.93799 -1.66654 0.35579  -0.6136
C1 0.40175 -1.50235 0.27205  0.4719
C2 -0.15133 0.99300 -0.02269  0.5029
C3 1.10294 -0.36244 0.13050  0.0094
C4 -1.81124 -0.76684 -0.33526  0.4004
H1 -2.98334 -0.84735 0.11513  0.2057
H2 1.90300 -2.54873 0.02416  0.4993
H3 -3.28942 1.23332 -0.44256  0.5107
H4 -1.35097 -2.55601 0.18857  0.4237
H5 -0.11360 3.06804 0.48859  0.4323
H6 1.26751 2.48164 0.05544  0.4290
H7 3.08285 -0.18108 -0.40199  0.4025
H8 2.71600 -0.21825 1.24999  0.4014
H9 -1.19962 -1.65024 -2.01232  0.4985

As for the LUMO energy: -0.1162 Ha. The gap between HOMO and LUMO is 0.356 hartree. As for the spin multiplicity: 1. The total charge is +1. As for the SMILES: NC1=C(O)N[C@H](O)N(O)C1=[NH2+].

# 5
Here is a 6-piece molecular cluster, C34H52F15N4O11S2 overall from OMol25. Energies are from ωB97M-V/def2-TZVPD.

Each line ends with the Löwdin charge.
Cartesian coordinates (Å):
S1 0.47571 -0.64831 0.62874  0.7025
S2 1.36940 0.12273 -2.09516  0.8439
F1 -5.71936 4.62928 -2.66317  0.1712
F2 -3.22553 4.40315 4.32275  0.1660
F3 -2.02942 -13.61172 4.23848  0.1597
F4 5.95918 -3.73799 -6.62267  0.1765
F5 5.83402 -5.64089 -5.59284  0.1631
F6 7.73038 -4.97320 -6.41318  0.1565
F7 1.94536 -8.61992 1.38333  0.1507
F8 -3.63063 -12.41769 3.38604  0.1654
F9 -3.33752 -14.46231 2.73137  0.1698
F10 -6.44807 4.57521 -0.62039  0.1541
F11 -4.19042 5.24440 6.07030  0.1620
F12 3.77627 -7.69783 0.66687  0.1661
F13 1.89907 -6.61416 0.56294  0.1791
F14 -5.03458 6.10465 -1.22631  0.1442
F15 -5.38111 4.26660 4.54402  0.1566
O1 4.42600 -1.50845 2.16972  -0.1418
O2 -3.07758 4.33284 -0.83892  0.1668
O3 -1.38015 -13.58974 1.11538  0.1689
O4 2.75598 -5.70206 2.93749  0.1691
O5 7.33023 -4.74907 -3.57872  0.0292
O6 6.94061 -2.66365 -4.36016  0.1777
O7 -4.57567 2.65011 -0.91144  0.0314
O8 -1.34605 -11.64008 2.25885  0.0348
O9 -4.81568 7.40332 4.60764  0.1612
O10 3.32626 -7.81205 3.50980  0.0322
O11 -4.32450 6.23601 2.73405  0.0395
N1 -4.01841 9.31518 -2.91474  0.0420
N2 -5.65923 9.44061 -1.23354  0.0913
N3 -5.64390 11.04120 -2.92095  0.0857
N4 2.98868 -1.04117 -0.27752  -0.2096
C1 -3.50172 1.69922 -0.67405  -0.1754
C2 0.48133 2.72216 -2.61087  -0.3063
C3 -3.25915 8.26275 1.88052  -0.0521
C4 0.24240 4.14370 -2.07538  -0.3331
C5 3.90257 -0.02122 0.25731  -0.1357
C6 -0.46648 5.07123 -3.03310  -0.2871
C7 2.61520 -7.45873 1.29528  -0.5367
C8 3.66304 -7.38401 4.85347  -0.1869
C9 -5.37071 4.82079 -1.38598  -0.5261
C10 -1.72999 -12.87899 2.01026  -0.4083
C11 -4.31044 5.05257 4.75586  -0.5399
C12 1.29885 1.89778 -1.62708  -0.5000
C13 -1.11309 7.49797 -3.35561  -0.2477
C14 2.89471 -6.86326 2.69594  -0.4005
C15 4.23306 -0.16805 1.75075  -0.1861
C16 7.71728 -4.22734 -2.28569  -0.1914
C17 -3.12379 1.64662 0.78811  -0.0553
C18 -4.50407 7.40842 1.89311  -0.1762
C19 -2.71192 -13.35032 3.11041  -0.5417
C20 -0.39501 -11.06716 1.32654  -0.1887
C21 -1.09141 -10.52953 0.09828  -0.0533
C22 2.42665 -7.28496 5.71664  -0.0580
C23 -3.06227 8.60295 -2.04627  -0.2011
C24 6.60158 -4.56455 -5.80495  -0.5415
C25 -2.49462 7.33783 -2.69141  -0.2037
C26 6.51183 -3.99993 -1.40411  -0.0626
C27 -4.50653 6.40412 4.02563  -0.4142
C28 1.66431 -0.57949 -0.47730  -1.0968
C29 -5.09816 10.00840 -2.40743  -0.5751
C30 3.26837 -2.27570 1.86110  -0.2045
C31 -0.09186 6.51787 -2.79718  -0.3536
C32 3.14765 -2.35116 0.35281  -0.1662
C33 -4.18087 3.91345 -0.99661  -0.3956
C34 6.96317 -3.85069 -4.48022  -0.4039
H1 -6.19939 8.61186 -1.45611  0.0840
H2 -1.18658 7.35792 -4.43974  0.0933
H3 -3.52961 9.90267 -3.57717  0.1249
H4 4.82605 -0.01536 -0.33182  0.1216
H5 -3.58128 8.37023 -1.12045  0.0664
H6 6.83103 -3.68281 -0.41110  0.0853
H7 -1.85296 -9.80211 0.37893  0.0861
H8 -3.39933 9.08284 1.17701  0.0727
H9 -0.48535 2.23284 -2.77243  0.0891
H10 -0.36292 -10.03649 -0.54513  0.0830
H11 4.34641 -8.14890 5.21395  0.1248
H12 5.93683 -4.92157 -1.30665  0.0828
H13 -2.71030 2.59897 1.11690  0.0775
H14 -1.56469 -11.33136 -0.46701  0.0794
H15 -6.28704 10.13656 -0.85007  0.0759
H16 8.29201 -3.31370 -2.43052  0.1241
H17 0.88524 6.73078 -3.25414  0.0848
H18 1.89195 -8.23477 5.72989  0.0832
H19 5.17741 0.34336 1.94271  0.1229
H20 -3.90359 0.75029 -1.02125  0.1244
H21 -2.41700 6.56230 -1.92393  0.0784
H22 -0.31119 4.01323 -1.11356  0.0886
H23 3.37562 -3.26514 2.30775  0.1059
H24 -3.05563 8.67649 2.86810  0.0777
H25 2.31789 2.28358 -1.55604  0.0696
H26 -0.76479 8.52915 -3.19504  0.0875
H27 -2.23926 9.28687 -1.80437  0.1125
H28 -1.54588 4.95751 -2.85131  0.0123
H29 -3.22721 6.98435 -3.42223  0.1087
H30 -3.99312 1.40858 1.40292  0.0798
H31 2.36388 -3.02772 0.01219  0.1219
H32 -5.09319 11.38859 -3.70337  0.0247
H33 -5.37612 7.95737 2.24607  0.1259
H34 1.22045 4.56807 -1.79056  0.0982
H35 4.19155 -6.43368 4.79459  0.1260
H36 -2.65045 1.97421 -1.29639  0.1203
H37 0.03172 6.77163 -1.70921  0.0931
H38 2.71452 -7.03515 6.73774  0.0838
H39 3.43529 0.95542 0.11930  0.1124
H40 2.39079 -1.79128 2.30180  0.0839
H41 -2.36644 0.87591 0.93557  0.0528
H42 3.45649 0.30588 2.36609  0.1226
H43 -4.71443 7.00451 0.90846  0.1001
H44 0.34760 -11.82260 1.07383  0.1269
H45 5.85966 -3.22962 -1.81540  0.0773
H46 4.10460 -2.74813 -0.01217  0.1111
H47 0.08899 -10.27291 1.88771  0.1103
H48 8.37247 -4.99180 -1.87373  0.1236
H49 1.75573 -6.50909 5.35086  0.0804
H50 0.96724 2.79704 -3.58676  0.0932
H51 0.83676 1.94018 -0.63790  0.0538
H52 -2.39905 7.67473 1.55886  0.0900

As for the LUMO energy: 0.0507 Ha. The gap between HOMO and LUMO is 0.107 hartree. As for the spin multiplicity: 1. The total charge is -1.

# 6
Here is an isolated ion of composition C9H13SSi and charge -1 at a distorted geometry from OMol25. Energies are from ωB97M-V/def2-TZVPD.

Each line ends with the natural charge from an NBO analysis.
Cartesian coordinates (Å):
S1 -1.27548 -2.47340 0.06101  -0.4983
Si1 1.20236 -0.34869 -0.01767  1.6402
C1 1.55662 -1.36273 1.59621  -1.1432
C2 -1.56550 -0.80428 -0.00355  -0.1536
C3 -2.82565 -0.36003 -0.19766  -0.2430
C4 -2.19951 1.93659 0.02154  -0.2842
C5 -0.58025 0.20432 0.08440  -0.5239
C6 2.39053 1.11062 0.28432  -1.1229
C7 -3.19300 1.00888 -0.08021  -0.2159
C8 -0.89940 1.54794 -0.04283  -0.2049
C9 1.35122 -1.16997 -1.79011  -1.0923
H1 -2.47052 3.01161 0.19906  0.1824
H2 -0.15147 2.27232 0.02308  0.1873
H3 2.36491 -2.16527 1.74714  0.2163
H4 0.78037 -0.49870 -2.41333  0.2302
H5 2.78798 1.37034 1.28452  0.2322
H6 -3.59963 -1.04666 -0.46220  0.1994
H7 2.40460 -1.48447 -2.10521  0.2139
H8 0.66026 -1.98372 1.66062  0.2712
H9 -4.24312 1.30197 -0.29198  0.1908
H10 1.87005 1.92845 -0.24010  0.2130
H11 0.80069 -2.06865 -1.62821  0.2701
H12 3.31067 0.88460 -0.25881  0.2186
H13 1.52330 -0.81106 2.56999  0.2165

As for the LUMO energy: 0.1343 Ha. The gap between HOMO and LUMO is 0.240 hartree. As for the spin multiplicity: 1. The total charge is -1. As for the SMILES: C[Si](C)(C)c1ccccc1[S-].